Below is one molecule with the formula C17H17ClF3N5O2 at a distorted geometry, with properties calculated with ωB97M-V with the def2-TZVPD basis set.

The geometry in XYZ format:
```
45
C17H17ClF3N5O2 (ωB97M-V with the def2-TZVPD basis set)
O 2.034 -0.966 0.018
O -1.374 3.187 -0.383
F -3.436 -1.869 5.575
F -2.188 -0.195 5.243
F -4.419 0.059 5.050
Cl -3.128 1.692 2.843
N 3.175 1.391 -3.424
C 2.015 0.247 -0.089
C -0.738 2.144 -0.178
C 3.786 0.655 -4.315
C 3.274 -0.726 -2.676
C 2.870 0.530 -2.366
C -3.339 -2.687 1.586
C -3.432 -2.350 2.931
C -3.156 -1.710 0.631
C -3.142 0.009 2.343
C -3.289 -1.002 3.324
C -2.993 -0.335 0.989
N 3.887 -0.661 -3.924
N -1.360 0.911 -0.220
N 2.225 0.959 -1.222
N 1.337 1.027 0.815
C -3.339 -0.712 4.809
C 4.319 -1.777 -4.754
C 0.924 0.519 2.111
C -2.790 0.730 -0.064
C 1.558 2.256 -1.157
C 0.769 2.244 0.162
H 4.189 1.058 -5.261
H 3.111 -1.618 -2.033
H -3.402 -3.725 1.214
H -3.496 -3.166 3.657
H -3.114 -1.934 -0.419
H -0.682 0.212 0.086
H 4.222 -2.741 -4.249
H 3.710 -1.824 -5.694
H 5.389 -1.641 -5.059
H 0.337 -0.393 1.969
H 1.828 0.294 2.700
H 0.323 1.241 2.627
H -3.271 0.421 -1.021
H -3.312 1.634 0.217
H 2.270 3.034 -1.111
H 0.912 2.446 -2.074
H 0.936 3.135 0.795
```

structure (SMILES): CN1C(=O)N(c2cn(C)cn2)C[C@H]1C(=O)NCc1cccc(C(F)(F)F)c1Cl
molecular weight: 415.803 Da
HOMO level: -0.2910 hartree
E_LUMO: 0.43 eV
ΔE to the lowest compared entry with this formula, charge and spin: 0.0 kcal per mole
HOMO-LUMO gap: 8.348 eV

Here are the natural (NBO) charges for atoms 1 to 4, given in e:
1 O -0.66
2 O -0.62
3 F -0.34
4 F -0.31

Below is C3H5N3S as an isolated structure at a distorted geometry, with properties calculated with ωB97M-V with the def2-TZVPD basis set.

The geometry in XYZ format:
```
12
C3H5N3S (ωB97M-V with the def2-TZVPD basis set)
C 2.275 0.027 -0.007
C 0.728 0.225 0.022
C -1.344 0.014 0.167
H 2.747 0.975 -0.242
H 2.540 -0.895 -0.742
H 2.833 -0.231 1.025
H -2.521 -1.665 -0.397
H -3.626 -0.202 -0.293
N 0.388 1.420 -0.022
N -2.548 -0.608 -0.006
N -0.255 -0.756 0.370
S -1.216 1.697 0.125
```

molecular weight: 115.161 Da
HOMO level: -0.3235 hartree
E_LUMO: 0.40 eV
ΔE to the lowest compared entry with this formula, charge and spin: 52.6 kcal per mole
HOMO-LUMO gap: 9.203 eV

Here are the natural (NBO) charges for atoms 1 to 4, given in e:
1 C -0.65
2 C 0.38
3 C 0.19
4 H 0.24

Below is a 2-piece molecular cluster, C10H16N4O overall at a distorted geometry, with properties calculated with ωB97M-V with the def2-TZVPD basis set.

The geometry in XYZ format:
```
31
C10H16N4O (ωB97M-V with the def2-TZVPD basis set)
C 1.321 -2.544 0.360
C 0.539 -1.650 -0.490
C -1.268 -0.167 0.113
C -4.096 0.766 -0.192
C 3.620 1.559 -1.015
C -2.225 -0.930 -0.725
C -3.788 -0.770 -0.410
C 2.684 0.390 -0.680
C 1.861 0.873 0.594
C 0.815 -0.023 1.245
N 1.861 -3.355 0.966
N -1.324 2.903 0.261
N -1.627 1.967 -0.285
N -0.044 -0.562 0.141
O 0.358 -2.002 -1.627
H -4.790 0.948 0.683
H -4.744 1.131 -0.984
H -3.128 1.155 0.052
H 4.269 1.890 -0.268
H 4.163 1.515 -1.981
H 2.909 2.402 -1.350
H -2.095 -0.460 -1.684
H -2.025 -1.997 -0.857
H -4.289 -1.198 -1.249
H -4.016 -1.346 0.468
H 2.075 -0.134 -1.367
H 3.403 -0.437 -0.313
H 2.627 1.026 1.400
H 1.417 1.861 0.432
H 0.132 0.544 1.965
H 1.252 -0.840 1.799
```

molecular weight: 208.265 Da
HOMO level: -0.2998 hartree
E_LUMO: -0.86 eV
ΔE to the lowest compared entry with this formula, charge and spin: 127.1 kcal per mole
HOMO-LUMO gap: 7.298 eV

Here are the natural (NBO) charges for atoms 1 to 4, given in e:
1 C 0.16
2 C 0.60
3 C 0.23
4 C -0.63

Below is C5H6O2 as an isolated structure, with properties calculated with ωB97M-V with the def2-TZVPD basis set.

The geometry in XYZ format:
```
13
C5H6O2 (ωB97M-V with the def2-TZVPD basis set)
O -0.669 -0.320 -2.295
C -1.178 0.398 -1.468
C -0.490 0.904 -0.207
O -1.110 0.213 0.909
C 0.178 -0.247 1.319
C 0.852 -1.087 0.289
C 0.896 0.414 0.178
H -2.247 0.689 -1.553
H -0.612 1.990 -0.105
H 0.366 -0.291 2.384
H 1.784 -1.546 0.606
H 0.285 -1.655 -0.440
H 1.797 1.015 0.175
```

molecular weight: 98.101 Da
HOMO level: -0.3544 hartree
E_LUMO: 0.90 eV
ΔE to the lowest compared entry with this formula, charge and spin: 63.8 kcal per mole
HOMO-LUMO gap: 10.547 eV

Here are the natural (NBO) charges for atoms 1 to 4, given in e:
1 O -0.50
2 C 0.43
3 C 0.00
4 O -0.50

Below is C35H39Cl2Ge2MnN3O2 as an isolated structure at a distorted geometry, with properties calculated with ωB97M-V with the def2-TZVPD basis set.

The geometry in XYZ format:
```
84
C35H39Cl2Ge2MnN3O2 (ωB97M-V with the def2-TZVPD basis set)
Mn 0.312 -1.349 -0.294
C -4.706 -0.494 2.605
C -3.254 -0.982 2.617
Ge -2.234 -0.993 0.918
C -2.821 -2.562 -0.134
C -4.348 -2.610 -0.230
C -2.758 0.628 -0.020
C -2.037 1.488 -0.751
Ge -0.123 1.070 -0.981
C 0.681 1.178 -2.783
C 1.013 2.555 -3.360
C 0.989 2.044 0.324
C 0.703 3.535 0.509
C -2.618 2.747 -1.299
C -3.995 2.981 -1.347
C -4.501 4.169 -1.845
C -3.645 5.161 -2.307
C -2.277 4.950 -2.262
C -1.777 3.755 -1.765
H -5.097 -0.416 3.621
H -5.370 -1.161 2.055
H -4.792 0.498 2.157
H -3.194 -1.984 3.053
H -2.673 -0.324 3.260
H -2.441 -3.471 0.332
H -2.388 -2.515 -1.137
H -4.795 -2.780 0.748
H -4.670 -3.422 -0.884
H -4.760 -1.681 -0.631
H -3.804 0.862 0.175
H 0.070 0.600 -3.480
H 1.606 0.609 -2.647
H 0.116 3.090 -3.674
H 1.658 2.458 -4.236
H 1.542 3.179 -2.635
H 2.030 1.885 0.027
H 0.846 1.515 1.269
H 0.930 4.112 -0.389
H 1.310 3.941 1.321
H -0.345 3.714 0.759
H -4.689 2.225 -1.004
H -5.572 4.323 -1.876
H -4.044 6.089 -2.695
H -1.594 5.716 -2.609
H -0.705 3.614 -1.712
O 7.261 1.717 2.637
C 5.977 1.510 3.023
O 5.609 1.906 4.092
C 5.099 0.776 2.066
C 5.368 0.673 0.704
C 4.507 -0.006 -0.141
C 3.354 -0.616 0.365
C 3.078 -0.493 1.733
C 3.932 0.197 2.565
N 2.438 -1.279 -0.445
C 2.829 -1.857 -1.582
C 1.872 -2.273 -2.531
C 2.234 -2.854 -3.769
C 1.274 -3.151 -4.691
C -0.077 -2.863 -4.401
C -0.375 -2.314 -3.182
N 0.547 -2.043 -2.242
H 7.444 1.236 1.822
H 6.227 1.169 0.265
H 4.701 -0.024 -1.206
H 2.173 -0.938 2.128
H 3.712 0.303 3.619
H 3.883 -2.009 -1.803
H 3.282 -3.039 -3.968
H 1.546 -3.592 -5.641
H -0.865 -3.065 -5.111
H -1.398 -2.065 -2.928
Cl -0.133 0.221 4.152
C -0.002 -1.473 3.800
C 0.275 -2.334 4.846
C 0.472 -3.684 4.603
C 0.441 -4.151 3.301
C 0.164 -3.267 2.275
Cl 0.295 -3.872 0.634
C -0.140 -1.907 2.463
N -0.462 -1.003 1.448
H 0.346 -1.934 5.848
H 0.684 -4.360 5.419
H 0.650 -5.187 3.071
```

molecular weight: 804.780 Da
expectation value of S²: 9.118
HOMO level (alpha / beta): -0.2318 / -0.2958 hartree
E_LUMO (alpha / beta): -0.53 / -0.87 eV
2S+1: 6
ΔE to the lowest compared entry with this formula, charge and spin: 0.0 kcal per mole
HOMO-LUMO gap (alpha / beta): 5.780 / 7.178 eV

Here are the Mulliken charges for atoms 1 to 4, given in e:
1 Mn -0.60
2 C -1.20
3 C -0.45
4 Ge 0.72

Below is C18H20MnN4OS6 as an isolated structure at a distorted geometry, with properties calculated with ωB97M-V with the def2-TZVPD basis set.

The geometry in XYZ format:
```
50
C18H20MnN4OS6 (ωB97M-V with the def2-TZVPD basis set)
Mn -0.260 1.345 2.498
S 1.255 3.175 2.691
S 0.462 4.800 3.513
S -1.255 3.920 4.855
S -1.230 1.976 4.435
S -1.884 -0.680 2.105
C -0.674 -1.842 1.656
C -0.983 -2.831 0.724
C -0.050 -3.773 0.282
C -0.410 -4.737 -0.691
N -0.696 -5.502 -1.507
C 1.268 -3.719 0.791
C 1.582 -2.758 1.751
C 0.652 -1.819 2.212
S 1.130 -0.678 3.419
C 2.266 -4.608 0.316
N 3.098 -5.299 -0.086
H -1.989 -2.875 0.326
H 2.584 -2.720 2.156
C -3.503 4.298 0.679
C -3.370 3.328 -0.496
C -2.742 2.123 0.191
O -1.845 2.663 1.150
C -2.249 3.998 1.502
H -4.402 4.062 1.255
H -3.540 5.345 0.377
H -2.685 3.734 -1.245
H -4.320 3.085 -0.973
H -2.170 1.478 -0.479
H -3.501 1.512 0.693
H -1.424 4.670 1.261
H -2.424 4.053 2.574
N 0.453 0.906 0.822
C 0.869 0.405 -0.128
N 1.370 -0.191 -1.188
C 2.802 -0.100 -1.453
C 3.292 -1.400 -2.077
C 2.474 -1.731 -3.325
C 0.990 -1.817 -2.968
C 0.516 -0.521 -2.322
H 3.309 0.097 -0.509
H 3.002 0.741 -2.133
H 3.187 -2.210 -1.353
H 4.350 -1.296 -2.324
H 2.808 -2.679 -3.750
H 2.626 -0.949 -4.080
H 0.839 -2.640 -2.272
H 0.385 -2.011 -3.857
H -0.507 -0.626 -1.959
H 0.542 0.296 -3.059
```

total charge: -2
molecular weight: 555.725 Da
expectation value of S²: 8.774
HOMO level (alpha / beta): -0.0058 / -0.0168 hartree
E_LUMO (alpha / beta): 4.24 / 4.23 eV
2S+1: 6
ΔE to the lowest compared entry with this formula, charge and spin: 43.0 kcal per mole
HOMO-LUMO gap (alpha / beta): 4.400 / 4.692 eV

Here are the natural (NBO) charges for atoms 1 to 4, given in e:
1 Mn 0.88
2 S -0.52
3 S -0.20
4 S -0.20

Below is one molecule with the formula C5H7N3 at a distorted geometry, with properties calculated with ωB97M-V with the def2-TZVPD basis set.

The geometry in XYZ format:
```
15
C5H7N3 (ωB97M-V with the def2-TZVPD basis set)
C 2.119 0.360 0.755
C 2.039 -0.735 -0.236
C -0.009 0.149 -0.163
C -1.931 -0.825 0.285
C -1.059 1.151 -0.147
H 2.649 1.246 0.529
H 1.643 0.283 1.851
H 1.412 -1.749 0.013
H 2.937 -0.726 -0.872
H -2.656 -1.741 0.520
H -1.000 1.934 -0.870
H -0.569 1.819 0.808
N 1.199 0.423 -0.618
N -0.568 -1.069 -0.127
N -2.256 0.408 0.038
```

structure (SMILES): C1=NCC(N2CC2)=N1
molecular weight: 109.132 Da
HOMO level: -0.3300 hartree
E_LUMO: 0.45 eV
ΔE to the lowest compared entry with this formula, charge and spin: 119.2 kcal per mole
HOMO-LUMO gap: 9.429 eV

Here are the natural (NBO) charges for atoms 1 to 4, given in e:
1 C -0.25
2 C -0.30
3 C 0.40
4 C 0.24

Below is a 2-piece molecular cluster, C2HN3O3 overall at a distorted geometry, with properties calculated with ωB97M-V with the def2-TZVPD basis set.

The geometry in XYZ format:
```
9
C2HN3O3 (ωB97M-V with the def2-TZVPD basis set)
C -0.614 -0.610 0.562
C 0.510 -0.153 -1.443
H -2.423 -1.751 0.263
N -0.686 -0.146 -0.890
N 1.200 1.910 0.280
N 1.793 2.694 0.910
O -1.735 -1.536 0.974
O 1.682 -0.025 -1.924
O 0.273 -0.382 1.268
```

structure (SMILES): O=C=NC(=O)O.N#N
molecular weight: 115.048 Da
HOMO level: -0.4262 hartree
E_LUMO: -0.08 eV
ΔE to the lowest compared entry with this formula, charge and spin: 53.6 kcal per mole
HOMO-LUMO gap: 11.518 eV

Here are the natural (NBO) charges for atoms 1 to 4, given in e:
1 C 0.93
2 C 0.92
3 H 0.50
4 N -0.65